1.
Molecular formula: C57H84BrCl2CsN4O3
Method: DFT, the ωB97M-V functional and the def2-TZVPD basis

Geometry as XYZ:
```
152
Properties=species:S:1:pos:R:3:forces:R:3
Cs -1.2229 -1.6234 0.0260 -1.0 -1.0 0.3
C 7.2562 -3.0282 0.4248 0.0 0.0 0.0
C 6.4138 -3.5214 -0.7611 0.0 0.0 0.0
C 6.7861 -2.6785 -1.9813 0.0 0.0 0.0
C 6.7853 -4.9812 -1.0603 0.0 0.0 0.0
C 4.9275 -3.4206 -0.4272 0.0 0.0 0.0
C 4.0304 -2.6460 -1.1584 0.0 0.0 0.0
C 2.6952 -2.5707 -0.8138 -0.1 0.0 0.0
C 1.7217 -1.6509 -1.5000 0.0 0.2 0.0
N 2.2956 -0.6616 -2.4063 -0.1 0.0 -0.1
C 3.1660 0.3427 -1.8088 0.0 0.0 0.0
C 3.1251 0.5573 -0.2895 0.1 0.0 -0.1
N 1.8927 0.9315 0.3808 0.0 0.0 -0.1
C 1.4817 2.3031 0.1893 0.0 0.1 0.0
C 1.0547 2.6716 -1.2418 0.0 0.0 0.0
N 0.3766 1.6334 -1.9612 0.0 0.0 -0.1
C 0.7930 1.2583 -3.2763 0.0 0.0 0.0
C 1.3657 -0.1763 -3.4142 0.0 0.0 0.0
C -0.8776 1.1141 -1.4723 0.1 0.0 -0.1
C -2.1470 1.8190 -1.8918 0.0 -0.1 0.0
C -2.1409 3.0860 -2.4349 0.0 0.1 0.0
C -3.3224 3.7518 -2.7561 0.0 -0.1 0.0
C -4.5099 3.0574 -2.5210 0.1 -0.2 -0.1
C -4.5705 1.7593 -2.0260 -0.3 0.1 0.0
C -3.3574 1.0896 -1.6677 0.1 0.0 0.0
O -3.3112 -0.0935 -1.1664 -0.1 0.2 0.0
C -5.9145 1.0630 -1.7697 0.1 0.0 0.1
C -7.1148 1.8430 -2.3185 0.1 0.0 0.1
C -6.0849 0.9021 -0.2522 0.0 0.0 0.0
C -5.9502 -0.3247 -2.4213 0.1 0.0 -0.2
C -3.3624 5.1590 -3.3463 0.0 0.0 0.0
C -4.0077 5.1275 -4.7401 0.0 0.0 0.0
C -4.1850 6.0891 -2.4423 0.0 0.0 0.0
C -1.9633 5.7607 -3.4880 0.0 0.0 0.0
C 2.0860 0.6114 1.8112 0.1 0.0 0.1
C 1.1370 1.2244 2.7980 0.0 -0.1 0.0
C 1.5771 2.2270 3.6487 0.0 0.0 0.0
C 0.7625 2.7917 4.6201 0.1 0.0 0.0
C -0.5376 2.2851 4.7189 0.0 0.0 0.0
C -1.0344 1.2825 3.9086 0.1 0.1 -0.2
C -0.1883 0.7217 2.8872 -0.2 0.0 -0.1
O -0.6067 -0.1774 2.0756 0.3 0.4 0.6
C -2.4611 0.7620 4.0425 -0.1 0.1 0.1
C -3.2618 1.0023 2.7504 0.0 0.0 0.0
C -3.2258 1.4519 5.1770 0.0 0.0 0.0
C -2.4248 -0.7347 4.3660 -0.1 -0.1 0.0
C 1.2270 3.8825 5.5823 0.0 0.0 0.0
C 1.2177 3.3443 7.0215 0.0 0.0 0.0
C 0.2914 5.0971 5.5030 0.0 0.0 0.0
C 2.6432 4.3676 5.2684 0.0 0.0 0.0
C 2.1462 -3.3534 0.2430 -0.1 0.1 -0.1
O 0.8633 -3.3578 0.4336 0.6 -0.2 0.1
C 3.0753 -4.0888 1.0416 0.0 -0.1 0.0
C 4.4156 -4.1014 0.6777 0.0 0.0 0.0
C 2.5773 -4.8069 2.2963 0.0 0.0 0.0
C 1.5498 -5.8847 1.9264 0.0 0.0 0.0
C 3.7068 -5.4909 3.0680 0.0 0.0 0.0
C 1.9231 -3.7796 3.2329 0.0 0.0 0.0
H 8.3244 -3.0867 0.1925 0.0 0.0 0.0
H 7.0703 -3.6244 1.3180 0.0 0.0 0.0
H 7.0073 -1.9926 0.6599 0.0 0.0 0.0
H 7.8566 -2.7730 -2.1826 0.0 0.0 0.0
H 6.5636 -1.6237 -1.8159 0.0 0.0 0.0
H 6.2430 -3.0028 -2.8696 0.0 0.0 0.0
H 7.8497 -5.0728 -1.2987 0.0 0.0 0.0
H 6.2061 -5.3524 -1.9069 0.0 0.0 0.0
H 6.5709 -5.6214 -0.2044 0.0 0.0 0.0
H 4.3574 -2.0678 -2.0112 0.0 0.0 0.0
H 1.1352 -1.1330 -0.7341 0.4 -0.1 0.1
H 1.0094 -2.2682 -2.0620 0.1 0.1 -0.1
H 3.0110 1.2890 -2.3208 0.0 0.0 0.0
H 4.2198 0.0829 -1.9998 0.0 0.0 0.0
H 3.9172 1.3110 -0.0806 0.0 0.0 0.0
H 3.4647 -0.3705 0.1753 0.0 0.0 0.0
H 2.2797 3.0188 0.4852 0.0 0.0 0.0
H 0.6463 2.4846 0.8661 0.0 0.0 0.0
H 1.9324 2.9607 -1.8248 0.0 0.0 0.0
H 0.4444 3.5863 -1.1453 0.0 0.0 0.0
H 1.5330 1.9827 -3.6323 0.0 0.0 0.0
H -0.0461 1.3209 -3.9903 0.0 0.0 0.0
H 1.8270 -0.2199 -4.4168 0.0 0.0 0.0
H 0.5268 -0.8734 -3.4286 0.0 0.0 0.0
H -0.8147 1.0606 -0.3784 -0.1 0.1 0.0
H -0.9781 0.0717 -1.7919 0.1 0.3 -0.3
H -1.1781 3.5536 -2.6037 0.0 0.0 0.0
H -5.4373 3.5580 -2.7591 -0.2 0.1 0.0
H -7.2970 2.7624 -1.7605 0.0 0.1 0.0
H -8.0143 1.2271 -2.2399 0.0 0.0 0.0
H -6.9710 2.1023 -3.3687 0.0 0.0 -0.1
H -6.0736 1.8783 0.2379 0.0 0.0 0.0
H -5.2633 0.3090 0.1468 0.0 0.0 0.0
H -7.0303 0.4027 -0.0145 -0.1 0.0 0.0
H -5.8418 -0.2364 -3.5061 0.0 0.0 0.0
H -6.9129 -0.8034 -2.2131 0.0 -0.1 0.0
H -5.1360 -0.9408 -2.0505 0.0 0.0 0.0
H -5.0139 4.7105 -4.6939 0.0 0.0 0.0
H -3.4195 4.5018 -5.4134 0.0 0.0 0.0
H -4.0719 6.1337 -5.1661 0.0 0.0 0.0
H -5.2138 5.7414 -2.3508 0.0 0.0 0.0
H -4.2044 7.1071 -2.8453 0.0 0.0 0.0
H -3.7544 6.1183 -1.4407 0.0 0.0 0.0
H -1.3402 5.1637 -4.1555 0.0 0.0 0.0
H -1.4599 5.8223 -2.5224 0.0 0.0 0.0
H -2.0338 6.7706 -3.9023 0.0 0.0 0.0
H 3.1047 0.9291 2.1040 0.0 0.0 0.0
H 2.0426 -0.4789 1.8922 0.0 0.0 0.0
H 2.6002 2.5680 3.5287 0.0 0.0 0.0
H -1.1845 2.7047 5.4799 0.0 0.0 0.0
H -3.3215 2.0725 2.5380 0.0 0.0 0.0
H -4.2827 0.6271 2.8710 0.0 0.0 0.0
H -2.8135 0.5185 1.8845 0.0 0.0 0.1
H -3.3332 2.5233 4.9967 0.0 0.0 0.0
H -2.7307 1.3112 6.1405 0.0 0.0 0.0
H -4.2287 1.0233 5.2481 0.0 0.0 0.0
H -1.8562 -1.2665 3.6106 0.0 -0.1 -0.1
H -3.4427 -1.1347 4.4030 0.0 0.0 0.0
H -1.9550 -0.9025 5.3383 0.0 0.0 0.0
H 0.2184 3.0136 7.3046 0.0 0.0 0.0
H 1.5391 4.1129 7.7315 0.0 0.0 0.0
H 1.8878 2.4876 7.1079 0.0 0.0 0.0
H -0.7313 4.8310 5.7697 0.0 0.0 0.0
H 0.2758 5.4965 4.4879 0.0 0.0 0.0
H 0.6246 5.8862 6.1845 0.0 0.0 0.0
H 3.3742 3.5665 5.3836 0.0 0.0 0.0
H 2.9178 5.1751 5.9524 0.0 0.0 0.0
H 2.7127 4.7457 4.2481 0.0 0.0 0.0
H 5.1071 -4.6713 1.2862 0.0 0.0 0.0
H 1.9969 -6.6250 1.2562 0.0 0.0 0.0
H 0.6938 -5.4306 1.4333 0.0 0.0 0.0
H 1.2074 -6.4054 2.8253 0.0 0.0 0.0
H 4.1996 -6.2589 2.4681 0.0 0.0 0.0
H 3.2917 -5.9733 3.9565 0.0 0.0 0.0
H 4.4612 -4.7745 3.3969 0.0 0.0 0.0
H 1.1162 -3.2600 2.7247 -0.1 0.1 0.0
H 2.6595 -3.0401 3.5546 0.0 0.0 0.0
H 1.5242 -4.2741 4.1239 0.0 0.0 0.0
Br -3.4449 -3.6301 -2.0513 -0.1 -0.1 -0.1
C -2.6997 -3.3262 -3.7672 0.0 0.0 0.0
C -3.1986 -4.0665 -4.8346 0.0 0.0 0.0
C -2.6481 -3.8355 -6.0798 0.1 0.1 0.0
C -1.6418 -2.8846 -6.2038 0.0 -0.1 0.0
C -1.2291 -2.2123 -5.0685 0.0 0.0 0.0
N -1.7462 -2.4299 -3.8581 0.0 0.0 0.0
H -3.9817 -4.7913 -4.6741 0.0 0.0 0.0
H -2.9991 -4.3881 -6.9415 0.0 0.0 0.0
H -1.1818 -2.6671 -7.1575 0.0 0.0 0.0
H -0.4464 -1.4669 -5.1231 0.0 0.0 0.0
Cl 0.3710 -5.2610 -3.1813 0.0 0.0 0.0
C 0.3909 -5.6543 -1.4466 0.1 -0.2 -0.2
Cl -0.9024 -6.8048 -1.0346 0.0 0.0 0.0
H 0.2667 -4.7424 -0.8707 0.0 0.1 0.1
H 1.3425 -6.1234 -1.2237 0.0 0.0 0.0
```
Forces are in eV/Å.

As for the total charge: -2.

Here are the Löwdin charges for atoms 1 to 8, given in e: atom 1 (Cs): 1.287, atom 2 (C): -0.059, atom 3 (C): -0.564, atom 4 (C): -0.076, atom 5 (C): -0.061, atom 6 (C): -0.191, atom 7 (C): -0.007, atom 8 (C): -0.130

2.
Molecular formula: C57H85ClN3O5P4SiY
Method: DFT, the ωB97M-V functional and the def2-TZVPD basis

Geometry as XYZ:
```
157
Properties=species:S:1:pos:R:3:forces:R:3
Y -1.1040 -0.7419 0.3290 -0.3 -0.3 0.5
C 0.0224 3.7092 4.5606 0.0 0.0 0.0
C -0.6028 3.2937 3.2299 0.0 0.0 0.0
C -1.7276 4.2479 2.8233 0.0 0.0 0.0
P -1.1247 1.5024 3.0998 -0.2 0.0 0.0
C -2.7399 1.3551 4.0490 0.0 0.1 0.0
C -3.8984 1.7165 3.1021 0.0 0.0 -0.1
C -2.9957 2.0881 5.3737 0.0 -0.1 0.0
C 0.1299 0.5900 4.0884 0.0 0.0 0.0
C -0.0311 0.3795 5.4562 0.0 0.0 0.0
C 0.8395 -0.4241 6.1767 0.0 0.0 0.0
C 1.9045 -1.0219 5.5255 0.0 0.0 0.0
C 2.0957 -0.7913 4.1701 0.0 0.0 0.0
C 1.2314 0.0086 3.4163 0.0 0.0 0.0
Si 1.4637 0.2447 1.5207 0.2 0.0 0.0
C 3.1961 -0.5736 1.1549 0.0 0.1 0.0
C 4.2917 -0.0453 1.8553 0.0 0.0 0.0
C 5.5978 -0.4394 1.6263 0.0 0.0 0.0
C 5.8601 -1.3790 0.6420 0.0 0.0 0.0
C 4.8041 -1.9297 -0.0609 0.0 0.0 0.0
C 3.4765 -1.5599 0.1888 0.0 -0.1 0.0
P 2.1026 -2.4368 -0.6723 0.0 0.1 0.0
C 2.9194 -3.1149 -2.1975 0.0 -0.1 0.0
C 1.9887 -4.1217 -2.8792 0.0 0.0 0.0
C 3.3548 -2.0232 -3.1672 0.0 0.0 0.0
C 1.9977 -3.9888 0.3679 0.0 0.0 0.0
C 3.1548 -4.9765 0.2650 0.0 0.0 0.0
C 1.8000 -3.5793 1.8220 0.0 0.0 0.0
C 2.0949 2.0848 1.5115 0.0 0.0 -0.1
C 2.5207 2.6511 2.7244 0.0 0.0 -0.1
C 3.0696 3.9174 2.8098 0.0 0.0 0.0
C 3.2309 4.6733 1.6583 0.0 0.0 0.0
C 2.8458 4.1374 0.4448 0.0 0.0 -0.1
C 2.2763 2.8619 0.3509 0.0 0.0 0.1
P 1.8766 2.1399 -1.2909 0.0 0.0 -0.1
C 3.5538 1.4277 -1.7732 0.0 0.0 0.1
C 3.8343 1.4865 -3.2735 0.0 -0.1 0.0
C 4.7578 1.9980 -1.0248 0.0 0.1 -0.1
C 1.7456 3.6576 -2.3806 0.0 0.1 0.1
C 0.7645 4.7094 -1.8214 0.0 0.0 -0.1
C 1.2598 3.2704 -3.7800 0.0 0.0 -0.1
H 0.3783 4.7412 4.4952 0.0 0.0 0.0
H 0.8716 3.0782 4.8225 -0.1 0.0 0.0
H -0.6919 3.6555 5.3811 -0.1 0.0 0.0
H 0.1744 3.3762 2.4654 -0.1 0.0 0.0
H -2.4946 4.3285 3.5920 0.0 0.0 0.0
H -2.2156 3.9404 1.8987 0.0 0.0 0.0
H -1.3133 5.2478 2.6703 0.0 0.0 0.0
H -2.7880 0.2798 4.2495 0.0 0.0 0.0
H -4.1407 2.7776 3.1794 0.0 0.0 0.0
H -4.7907 1.1440 3.3554 0.0 0.0 0.0
H -3.6567 1.5053 2.0622 0.0 0.0 0.0
H -2.8184 3.1573 5.2899 0.0 0.1 0.0
H -2.4203 1.7159 6.2177 0.0 0.0 0.0
H -4.0501 1.9619 5.6340 0.0 0.0 0.0
H -0.8550 0.8378 5.9784 0.0 0.0 0.0
H 0.6803 -0.5812 7.2363 0.0 0.0 0.0
H 2.5896 -1.6624 6.0678 0.0 0.0 0.0
H 2.9369 -1.2664 3.6834 0.1 0.0 0.0
H 4.1198 0.7156 2.6058 0.0 0.0 0.0
H 6.4055 0.0002 2.1989 0.0 0.0 0.0
H 6.8760 -1.6838 0.4231 0.0 0.0 0.0
H 5.0291 -2.6659 -0.8206 0.0 0.0 0.0
H 3.8088 -3.6671 -1.8873 0.0 0.0 0.0
H 1.5493 -4.8348 -2.1811 0.0 0.0 0.0
H 1.1657 -3.6220 -3.3891 0.0 0.0 0.0
H 2.5425 -4.6872 -3.6325 0.0 0.0 0.0
H 2.5079 -1.4040 -3.4690 0.0 0.0 0.0
H 3.7823 -2.4715 -4.0681 0.0 0.0 0.0
H 4.1087 -1.3672 -2.7306 0.0 0.0 0.0
H 1.0822 -4.4759 0.0285 0.0 0.0 0.0
H 4.0989 -4.5084 0.5551 0.0 0.0 0.0
H 3.2699 -5.4015 -0.7318 0.0 0.0 0.0
H 2.9767 -5.8080 0.9513 0.0 0.0 0.0
H 2.7395 -3.2409 2.2629 0.0 0.0 0.0
H 1.4122 -4.4133 2.4102 0.0 0.0 0.0
H 1.0855 -2.7610 1.8886 0.0 0.0 0.0
H 2.4072 2.0845 3.6407 0.0 0.0 0.0
H 3.3692 4.3131 3.7729 0.0 0.0 0.0
H 3.6668 5.6636 1.7031 0.0 0.0 0.0
H 3.0081 4.7228 -0.4507 0.0 0.0 0.0
H 3.4511 0.3773 -1.4924 0.0 0.0 0.0
H 3.9288 2.5173 -3.6230 0.1 -0.1 0.0
H 3.0718 0.9900 -3.8736 0.0 0.0 0.1
H 4.7850 0.9877 -3.4744 0.0 0.0 0.0
H 4.9255 3.0457 -1.2924 0.0 0.0 0.0
H 5.6532 1.4363 -1.3036 0.0 0.0 0.0
H 4.6506 1.9379 0.0553 0.0 0.0 0.0
H 2.7380 4.1109 -2.4733 0.0 0.0 0.0
H -0.2032 4.5942 -2.3092 -0.1 0.0 0.0
H 1.1164 5.7181 -2.0464 0.0 0.0 0.0
H 0.6141 4.6528 -0.7447 0.0 0.0 0.0
H 0.2859 2.7813 -3.7091 0.0 0.0 0.0
H 1.9370 2.5984 -4.3059 -0.2 0.1 0.0
H 1.1379 4.1687 -4.3909 0.0 0.0 0.0
O -5.2175 -1.1675 2.0136 0.0 -0.1 -0.1
C -4.0152 -1.2500 1.7686 0.0 0.0 0.0
N -3.3621 -0.7916 0.6954 0.0 0.0 -0.3
C -4.1918 -0.1013 -0.2704 0.0 0.0 0.0
C -3.6416 1.2790 -0.4679 0.0 0.0 0.0
C -4.4489 2.3887 -0.6710 0.0 0.0 0.0
C -3.8626 3.6288 -0.8303 0.0 0.0 0.0
C -2.4795 3.7269 -0.7852 0.0 0.0 0.0
C -1.7419 2.5773 -0.5757 0.0 0.0 0.0
N -2.3045 1.3741 -0.4206 0.1 0.0 0.0
C -3.1014 -1.8927 2.7726 0.0 0.0 0.0
C -3.6558 -2.5889 3.8303 0.0 0.0 0.0
C -2.8161 -3.1583 4.7702 0.0 0.0 0.0
C -1.4524 -2.9962 4.6144 0.0 0.0 0.0
C -0.9845 -2.2868 3.5235 0.0 0.0 0.0
N -1.7797 -1.7331 2.6026 0.0 -0.1 0.1
H -5.2374 -0.0852 0.0415 0.0 0.1 0.1
H -4.1528 -0.6132 -1.2380 0.0 0.0 0.0
H -5.5232 2.2634 -0.6851 0.0 0.0 0.0
H -4.4717 4.5116 -0.9760 0.0 0.0 0.0
H -1.9796 4.6794 -0.8782 0.0 0.0 0.0
H -0.6609 2.6039 -0.5188 0.0 0.0 0.0
H -4.7328 -2.6573 3.8783 0.0 0.0 0.0
H -3.2181 -3.7174 5.6052 0.0 0.0 0.0
H -0.7433 -3.4134 5.3153 0.0 0.0 0.0
H 0.0750 -2.1488 3.4014 0.0 0.0 0.0
C -3.7725 -0.5601 -5.5513 0.0 0.0 0.0
C -2.8813 0.0922 -4.4933 0.0 -0.1 -0.1
C -3.6715 1.1461 -3.7269 0.0 0.0 0.0
P -1.9601 -1.0904 -3.3562 0.0 0.0 0.0
C -0.3847 -1.3083 -4.3113 0.0 0.0 0.0
C 0.4317 -0.0227 -4.2977 0.1 0.0 0.0
C -0.5278 -1.8162 -5.7446 0.0 0.0 0.0
C -2.7933 -2.7214 -3.6211 0.0 0.0 0.0
C -1.8536 -3.8433 -3.1806 0.0 0.0 0.0
C -4.1148 -2.7756 -2.8559 0.0 0.0 0.0
H -4.1946 0.2138 -6.1969 0.0 0.0 0.0
H -4.6085 -1.0952 -5.0970 0.0 0.0 0.0
H -3.2315 -1.2612 -6.1847 0.0 0.0 0.0
H -2.0774 0.6152 -5.0189 0.0 0.0 0.0
H -4.4699 0.6934 -3.1356 0.0 0.0 0.0
H -4.1386 1.8476 -4.4231 0.0 0.0 0.0
H -3.0305 1.7164 -3.0550 0.0 0.0 0.0
H 0.1599 -2.0493 -3.7221 0.0 0.0 0.0
H -0.0687 0.7823 -4.8389 0.0 0.0 0.0
H 1.3859 -0.1897 -4.8029 0.0 0.0 0.0
H 0.6351 0.3291 -3.2840 0.0 0.0 0.0
H -0.9857 -1.0576 -6.3828 0.0 0.0 0.0
H -1.1250 -2.7253 -5.8157 0.0 0.0 0.0
H 0.4592 -2.0329 -6.1615 0.0 0.0 0.0
H -3.0023 -2.8399 -4.6867 0.0 0.0 0.0
H -2.4153 -4.7582 -2.9900 0.0 0.0 0.0
H -1.3323 -3.5971 -2.2563 0.0 0.0 0.0
H -1.0999 -4.0632 -3.9385 0.0 0.0 0.0
H -3.9405 -2.7747 -1.7795 0.0 0.0 0.0
H -4.6476 -3.6978 -3.0963 0.0 0.0 0.0
H -4.7728 -1.9384 -3.1033 0.0 0.0 0.0
O -1.5162 -4.6668 1.8039 0.0 0.0 0.0
Cl -1.7535 -4.2975 0.4481 0.2 0.1 0.2
O -1.2527 -5.2806 -0.4544 0.0 -0.1 0.0
O -3.1275 -4.0072 0.2127 -0.1 0.0 -0.1
O -0.9584 -3.0418 0.1848 -0.2 0.2 -0.2
```
Forces are in eV/Å.

Here are the Löwdin charges for atoms 1 to 8, given in e: atom 1 (Y): 1.327, atom 2 (C): -0.102, atom 3 (C): -0.522, atom 4 (C): -0.107, atom 5 (P): 1.080, atom 6 (C): -0.503, atom 7 (C): -0.120, atom 8 (C): -0.105

Summary of E_HOMO in eV
-1.81 -7.02
(order as listed above)